# 1
{"formula": "C3H4FNO2", "method": "ωB97M-V/def2-TZVPD", "smiles": "O=C(/C=C/F)NO", "gap_ev": 10.21, "e_homo_ev": -9.654, "e_lumo_ev": 0.56, "elements": ["O", "C", "C", "C", "F", "N", "O", "H", "H", "H", "H"], "coordinates": [[0.604, 1.424, -0.072], [0.416, 0.201, -0.091], [-0.919, -0.425, -0.069], [-1.990, 0.362, -0.001], [-3.234, -0.123, -0.002], [1.483, -0.658, -0.166], [2.709, -0.075, 0.062], [-1.052, -1.497, -0.111], [-1.927, 1.453, 0.044], [1.383, -1.550, 0.305], [2.527, 0.887, 0.100]], "forces_ev_per_angstrom": [[0.0, -1.1, 0.0], [0.3, 1.0, 0.1], [-0.5, 0.1, 0.0], [0.4, 0.3, -0.1], [0.3, 0.0, 0.1], [-1.0, 0.2, 0.1], [0.7, 0.0, 0.1], [0.1, -0.1, 0.0], [-0.1, -0.4, 0.0], [0.3, 0.2, -0.1], [-0.3, -0.2, 0.0]]}

# 2
{"formula": "C5H14", "method": "ωB97M-V/def2-TZVPD", "smiles": "CCC.CC", "gap_ev": 12.40, "e_homo_ev": -11.278, "e_lumo_ev": 1.12, "elements": ["C", "C", "C", "H", "H", "H", "H", "H", "H", "H", "H", "C", "C", "H", "H", "H", "H", "H", "H"], "coordinates": [[-1.461, -0.525, 2.794], [-1.014, -0.477, 1.266], [0.258, -1.229, 0.989], [-1.623, -1.550, 3.147], [-2.392, 0.138, 3.016], [-0.691, -0.157, 3.465], [-1.813, -0.718, 0.575], [-0.791, 0.581, 1.112], [0.269, -2.296, 1.218], [0.704, -1.159, -0.029], [1.066, -0.816, 1.686], [1.338, 0.488, -2.005], [0.716, 1.620, -2.938], [2.390, 0.557, -2.065], [1.095, 0.739, -0.971], [0.925, -0.474, -2.236], [1.354, 2.468, -2.809], [0.807, 1.485, -4.062], [-0.325, 1.936, -2.677]], "forces_ev_per_angstrom": [[-1.1, 0.4, -0.6], [-0.2, 0.9, 1.5], [2.4, -0.1, 0.7], [-0.4, 0.1, -0.3], [1.5, -1.3, -0.6], [0.4, 0.3, -0.2], [-0.3, -0.3, 0.1], [-0.1, 0.1, -0.3], [-0.5, -0.1, 0.1], [-0.8, 0.2, 0.6], [-0.9, -0.4, -0.9], [-2.0, 2.0, -0.7], [0.1, -0.6, -0.4], [1.2, -0.4, -0.3], [-0.1, -0.1, -0.1], [0.1, -0.6, -0.1], [0.2, 0.9, 0.4], [-0.4, -0.6, 1.3], [0.9, -0.5, -0.2]]}

# 3
{"formula": "C5H7N3", "method": "ωB97M-V/def2-TZVPD", "smiles": "C1=NN=C2CNC[C@@H]12", "gap_ev": 9.26, "e_homo_ev": -9.008, "e_lumo_ev": 0.25, "elements": ["C", "N", "N", "C", "C", "N", "C", "C", "H", "H", "H", "H", "H", "H", "H"], "coordinates": [[-1.449, 1.645, -0.124], [-1.233, 1.936, 1.167], [-0.481, 0.987, 1.837], [0.209, 0.474, 0.790], [1.241, -0.838, 0.712], [0.979, -1.422, -0.494], [-0.326, -0.902, -0.997], [-0.392, 0.675, -0.550], [-1.824, 2.398, -0.709], [2.246, -0.862, 1.169], [0.821, -1.615, 1.583], [1.703, -1.126, -1.041], [-0.682, -1.217, -2.041], [-1.156, -1.290, -0.214], [0.344, 1.158, -1.089]], "forces_ev_per_angstrom": [[2.5, -0.7, 3.8], [-3.2, 0.3, -2.0], [3.3, -0.9, -4.2], [0.9, -2.7, 3.3], [-3.4, 0.0, 7.2], [-2.4, -0.8, -2.0], [-2.9, -0.2, 2.2], [0.0, -2.2, 1.3], [-1.4, 1.4, -1.4], [-0.1, 1.0, -1.3], [0.3, 2.0, -1.7], [2.0, 0.6, -2.8], [1.1, 0.7, 1.6], [1.8, 0.1, -2.0], [1.3, 1.5, -1.8]]}

# 4
{"formula": "C40H58IrN7O4PSSeSi", "method": "ωB97M-V/def2-TZVPD", "multiplicity": 5, "s2": 6.02, "charge": 1, "gap_ev": [6.88, 6.11], "e_homo_ev": [-9.055, -10.209], "e_lumo_ev": [-2.17, -4.10], "elements": ["Ir", "C", "N", "C", "C", "N", "C", "P", "C", "N", "C", "C", "N", "C", "C", "N", "C", "C", "N", "C", "H", "H", "H", "H", "H", "H", "H", "H", "H", "H", "H", "H", "H", "H", "H", "S", "C", "N", "C", "C", "C", "C", "C", "C", "H", "H", "H", "H", "H", "C", "C", "C", "C", "C", "C", "Se", "C", "C", "C", "H", "H", "H", "H", "H", "H", "H", "H", "H", "H", "H", "C", "C", "C", "C", "O", "Si", "O", "O", "C", "C", "C", "C", "O", "C", "C", "C", "C", "H", "H", "H", "H", "H", "H", "H", "H", "H", "H", "H", "H", "H", "H", "H", "H", "H", "H", "H", "H", "H", "H", "H", "H", "H", "H", "H"], "coordinates": [[-0.276, -0.333, -0.205], [-0.427, 4.767, 2.484], [-0.824, 3.405, 2.159], [-1.833, 2.708, 2.765], [-1.873, 1.476, 2.173], [-0.908, 1.423, 1.217], [-0.285, 2.587, 1.220], [1.169, 2.958, 0.207], [0.536, 2.381, -1.404], [-0.320, 1.383, -1.600], [-0.591, 1.349, -2.936], [0.103, 2.342, -3.558], [0.809, 2.991, -2.581], [1.732, 4.094, -2.808], [2.158, 1.496, 0.674], [1.737, 0.244, 0.611], [2.734, -0.547, 1.097], [3.779, 0.249, 1.474], [3.406, 1.538, 1.201], [4.222, 2.722, 1.445], [-1.184, 5.194, 3.135], [-0.361, 5.368, 1.580], [0.531, 4.777, 3.003], [-2.422, 3.141, 3.555], [-2.512, 0.635, 2.389], [-1.265, 0.619, -3.352], [0.162, 2.641, -4.590], [1.522, 4.521, -3.784], [2.761, 3.739, -2.788], [1.592, 4.860, -2.049], [2.633, -1.617, 1.157], [4.733, 0.017, 1.915], [5.095, 2.418, 2.015], [3.662, 3.453, 2.022], [4.544, 3.167, 0.505], [4.640, -0.895, -3.173], [3.377, -0.209, -2.214], [2.166, -0.378, -2.618], [2.168, -1.095, -3.812], [1.034, -1.428, -4.556], [1.188, -2.151, -5.718], [2.461, -2.544, -6.158], [3.594, -2.210, -5.447], [3.435, -1.478, -4.270], [3.626, 0.307, -1.296], [0.056, -1.125, -4.214], [0.315, -2.425, -6.296], [2.557, -3.114, -7.072], [4.575, -2.505, -5.794], [-3.721, -4.731, -6.727], [-3.103, -4.126, -5.500], [-1.896, -4.595, -4.996], [-1.305, -4.041, -3.869], [-0.009, -4.621, -3.379], [-1.964, -2.969, -3.226], [-1.159, -2.189, -1.716], [-3.199, -2.483, -3.713], [-3.939, -1.341, -3.078], [-3.734, -3.071, -4.847], [-3.212, -5.646, -7.024], [-3.675, -4.032, -7.564], [-4.773, -4.962, -6.557], [-1.399, -5.420, -5.494], [0.503, -5.128, -4.196], [-0.191, -5.355, -2.590], [0.652, -3.861, -2.967], [-3.763, -1.274, -2.008], [-5.009, -1.446, -3.255], [-3.631, -0.390, -3.522], [-4.680, -2.705, -5.230], [-5.229, -2.963, 2.585], [-4.001, -2.556, 1.784], [-3.586, -3.674, 0.833], [-4.269, -1.260, 1.030], [-2.965, -2.329, 2.745], [-1.337, -2.241, 2.639], [-0.767, -1.436, 1.382], [-0.818, -3.797, 2.670], [0.502, -4.327, 2.517], [0.437, -5.760, 3.027], [1.498, -3.520, 3.344], [0.880, -4.306, 1.040], [-0.843, -1.417, 3.969], [-1.271, -1.509, 5.335], [-1.617, -2.945, 5.714], [-2.481, -0.599, 5.516], [-0.100, -1.010, 6.171], [-6.082, -3.135, 1.926], [-5.491, -2.177, 3.295], [-5.028, -3.878, 3.142], [-4.379, -3.890, 0.114], [-3.361, -4.580, 1.396], [-2.688, -3.390, 0.278], [-5.071, -1.400, 0.301], [-3.374, -0.928, 0.506], [-4.582, -0.479, 1.728], [0.075, -5.771, 4.056], [1.421, -6.230, 2.998], [-0.249, -6.348, 2.417], [1.253, -3.580, 4.405], [1.478, -2.465, 3.061], [2.510, -3.906, 3.201], [0.145, -4.864, 0.457], [1.860, -4.764, 0.888], [0.903, -3.283, 0.661], [-2.447, -3.320, 5.115], [-1.904, -2.993, 6.766], [-0.759, -3.601, 5.561], [-3.291, -0.916, 4.859], [-2.207, 0.431, 5.274], [-2.838, -0.625, 6.547], [0.774, -1.643, 6.010], [-0.346, -1.020, 7.234], [0.155, 0.011, 5.881]], "forces_ev_per_angstrom": [[-0.3, 0.2, 0.7], [0.0, 0.0, 0.0], [-0.1, 0.0, 0.0], [0.0, 0.0, 0.0], [0.0, 0.0, 0.0], [0.0, 0.0, 0.0], [0.0, -0.1, 0.0], [0.1, 0.1, -0.1], [-0.1, 0.0, 0.1], [0.3, -0.3, -0.2], [0.0, 0.1, 0.0], [0.0, 0.0, 0.0], [0.0, 0.0, 0.0], [0.0, 0.0, 0.0], [-0.1, 0.0, 0.0], [0.2, 0.1, -0.1], [0.0, 0.0, 0.1], [0.0, 0.0, 0.0], [0.0, 0.0, 0.0], [0.0, 0.0, 0.0], [0.0, 0.0, 0.0], [0.0, 0.0, 0.0], [0.0, 0.0, 0.0], [0.0, 0.0, 0.0], [0.0, 0.0, 0.0], [0.0, 0.0, 0.0], [0.0, 0.0, 0.0], [0.0, 0.0, 0.0], [0.0, 0.0, 0.0], [0.0, 0.0, 0.0], [0.0, 0.0, 0.0], [0.0, 0.0, 0.0], [0.0, 0.0, 0.0], [0.0, 0.0, 0.0], [0.0, 0.0, 0.0], [0.0, 0.0, 0.0], [-0.1, 0.0, 0.1], [0.1, 0.1, -0.1], [-0.1, 0.1, 0.0], [0.0, 0.0, 0.0], [0.0, 0.0, 0.0], [0.0, 0.0, 0.0], [0.0, 0.0, 0.0], [0.0, 0.0, 0.0], [0.0, 0.0, 0.0], [0.0, 0.0, 0.0], [0.0, 0.0, 0.0], [0.0, 0.0, 0.0], [0.0, 0.0, 0.0], [0.0, 0.0, 0.0], [0.0, 0.0, 0.0], [0.0, 0.0, 0.0], [0.0, 0.1, 0.0], [0.0, 0.0, 0.0], [0.0, -0.1, -0.1], [0.0, 0.1, -0.2], [0.0, -0.1, 0.0], [-0.1, 0.0, 0.0], [0.0, 0.0, 0.0], [0.0, 0.0, 0.0], [0.0, 0.0, 0.0], [0.0, 0.0, 0.0], [0.0, 0.0, 0.0], [0.0, 0.0, 0.0], [0.0, 0.0, 0.0], [0.0, 0.0, 0.0], [0.0, 0.0, 0.0], [0.0, 0.0, 0.0], [0.0, 0.0, 0.0], [0.0, 0.0, 0.0], [0.0, 0.0, 0.0], [0.1, -0.2, 0.0], [0.0, 0.0, 0.0], [-0.1, 0.0, 0.0], [-0.1, 0.3, 0.0], [0.0, -0.1, 0.3], [0.0, -0.2, -0.2], [0.0, 0.0, -0.1], [-0.1, 0.0, 0.1], [0.0, 0.0, 0.0], [0.1, 0.0, 0.0], [0.1, 0.0, 0.0], [0.0, 0.0, 0.0], [0.0, 0.0, 0.0], [0.0, 0.0, 0.0], [0.0, 0.0, 0.0], [0.0, 0.0, 0.0], [0.0, 0.0, 0.0], [0.0, 0.0, 0.0], [0.0, 0.0, 0.0], [0.0, 0.0, 0.0], [0.0, 0.0, 0.0], [0.0, 0.0, 0.0], [0.0, 0.0, 0.0], [0.1, 0.0, -0.1], [0.0, 0.0, 0.0], [0.0, 0.0, 0.0], [0.0, 0.0, 0.0], [0.0, 0.0, 0.0], [0.0, 0.0, 0.0], [0.0, 0.0, 0.0], [0.0, 0.0, 0.0], [0.0, 0.0, 0.0], [0.0, 0.0, 0.0], [0.0, 0.0, 0.0], [0.0, 0.0, 0.0], [0.0, 0.0, 0.0], [0.0, 0.0, 0.0], [0.0, 0.0, 0.0], [0.0, 0.0, 0.0], [0.0, 0.0, 0.0], [0.0, 0.0, 0.0], [0.0, 0.0, 0.0], [0.0, 0.0, 0.0]]}

One value per record, in order, for strongest force on any atom: 0.0216; 0.0556; 0.1542; 0.0154 hartree/bohr.
One value per record, in order, for energy above the lowest of the compared OMol25 structures with the same formula, charge and spin: 45.6; 15.2; 124.6; 19.4 kcal/mol.
One value per record, in order, for total energy: -11476.417; -5411.390; -9763.987; -157228.824 eV.